This record from OMol25 describes a molecular structure, C28H30Cl2N7O3PTi at a distorted geometry. The level of theory is ωB97M-V/def2-TZVPD.

XYZ file:
```
72
Properties=species:S:1:pos:R:3:mulliken_spin:R:1
Ti -0.7138 0.5773 0.3886 1.194
Cl -4.9655 5.5050 -0.8368 0.000
C -3.6834 4.5627 -0.1565 0.000
C -3.5775 3.2261 -0.5032 0.008
C -2.5650 2.4259 0.0210 0.029
N -2.4425 1.0703 -0.3379 -0.025
C -2.3430 0.8137 -1.7190 0.032
O -3.1825 0.2537 -2.3958 0.092
C -1.0285 1.2822 -2.2445 0.202
C -0.8468 1.7909 -3.5236 -0.062
C 0.3232 2.4540 -3.8328 0.166
C 1.2851 2.6260 -2.8208 -0.040
C 1.0662 2.0885 -1.5818 0.193
N -0.0457 1.3669 -1.2799 -0.100
C -1.6242 3.0101 0.8933 -0.044
C -1.7496 4.3453 1.2416 -0.003
C -2.7731 5.1260 0.7280 0.008
Cl -2.8727 6.7932 1.1872 0.001
N -0.4857 2.2933 1.4017 -0.013
C -0.7043 1.3451 2.3573 0.126
O -1.6552 0.4969 2.2283 0.108
C 0.1764 1.3176 3.5602 0.016
C -0.3132 0.7239 4.7202 0.021
C 0.4601 0.7616 5.8676 -0.005
C 1.7042 1.3676 5.8142 0.016
C 2.1173 1.9066 4.6023 -0.007
N 1.3792 1.8958 3.4998 0.016
H -4.2956 2.7861 -1.1827 -0.001
H -1.6562 1.6871 -4.2346 -0.001
H 0.4803 2.8765 -4.8154 0.014
H 2.1904 3.1852 -3.0105 0.000
H 1.7827 2.2070 -0.7774 0.020
H -1.0106 4.7815 1.8997 -0.001
H -1.2904 0.2602 4.7044 0.001
H 0.0991 0.3267 6.7906 0.000
H 2.3383 1.4283 6.6877 0.001
H 3.0909 2.3765 4.5107 0.000
C -0.5484 -4.3810 -2.8937 0.001
N -0.7957 -3.1464 -3.6234 0.000
C 0.4660 -2.6492 -4.1570 0.000
N 1.4978 -2.4626 -3.1359 0.003
C 1.6752 -3.7184 -2.4161 0.000
N 0.4439 -4.2375 -1.8285 -0.001
C -0.0400 -3.3786 -0.7554 -0.002
P -0.4495 -1.6299 -1.3033 0.072
C -1.4594 -2.1459 -2.7947 0.003
C 1.1566 -1.3692 -2.2329 0.000
H -0.1772 -5.1287 -3.5977 0.000
H -1.4862 -4.7366 -2.4631 0.000
H 0.2916 -1.6948 -4.6574 0.001
H 0.8390 -3.3691 -4.8887 0.000
H 2.4193 -3.5765 -1.6282 0.000
H 2.0509 -4.4643 -3.1198 0.000
H 0.7295 -3.3314 0.0182 0.002
H -0.9360 -3.8260 -0.3169 0.001
H -1.6854 -1.2654 -3.3942 -0.003
H -2.4168 -2.5341 -2.4406 0.001
H 1.9616 -1.2528 -1.5034 -0.005
H 1.0889 -0.4436 -2.8071 0.010
C 1.7138 -2.0164 3.0514 0.004
C 2.8166 -1.6104 2.0690 0.004
C 2.1758 -0.4593 1.3203 0.034
O 0.7840 -0.8424 1.1924 -0.111
C 0.4208 -1.7334 2.2879 0.043
H 1.7640 -1.4120 3.9581 0.001
H 1.7811 -3.0649 3.3364 0.000
H 3.0432 -2.4312 1.3853 0.000
H 3.7364 -1.3078 2.5658 0.000
H 2.5687 -0.3208 0.3137 -0.003
H 2.2504 0.4817 1.8670 -0.008
H -0.0099 -2.6304 1.8455 -0.004
H -0.3391 -1.2515 2.8958 -0.008
```

Computed properties:
⟨S²⟩	2.028
charge	0
orbital gap (alpha / beta)	5.851 / 7.191	eV
spin multiplicity	3
highest occupied orbital energy (alpha / beta)	-5.901 / -7.537	eV
molar mass	662.34	g mol⁻¹
E	-3805.1973	Eh
LUMO energy (alpha / beta)	-0.05 / -0.35	eV